Record 1
143
Properties=species:S:1:pos:R:3:forces:R:3:mulliken_charge:R:1 method="wB97M-V/def2-TZVPD" homo_ha=-0.314 lumo_energy_ev=-2.24 smiles="C/C(Cl)=C(/Cl)c1nc2cc(C[C@H](C)O)c(CCCCCCCSc3nnco3)cc2nc1CC(=O)Cl.CCOP(=O)(OCC)OCC.CCOP(=O)(OCC)OCC.CCOP(=O)(OCC)OCC" homo_lumo_gap_ha=0.23139
C -4.568 -0.334 1.294 -1.0464 -1.3812 0.8324 -0.852
C -4.204 -1.873 1.061 2.6244 -0.3566 -0.8768 0.507
Cl -5.514 -3.162 1.249 1.5535 1.9967 -0.1165 -0.156
C -2.898 -2.298 0.708 -1.7851 0.9856 0.4213 -0.193
Cl -2.613 -4.087 0.469 0.1283 2.0777 0.2182 -0.170
C -1.651 -1.311 0.467 1.3697 0.9510 -1.1713 -0.182
N -1.312 -1.039 -0.893 1.8020 1.1445 4.2959 -0.566
C -0.164 -0.184 -1.026 0.3746 0.2955 -0.1808 0.055
C 0.326 0.146 -2.486 2.3554 2.0853 1.8281 -0.861
C 1.535 1.068 -2.773 -2.7684 -1.3073 2.4288 0.384
C 1.921 1.299 -4.319 0.3630 -1.0374 0.9341 1.370
C 2.584 -0.113 -4.830 -0.9745 -0.6005 -0.6522 0.232
C 1.534 -1.057 -5.604 0.3379 -0.8403 -0.1446 -1.237
O 3.105 -0.903 -3.712 -0.1232 0.6766 -0.9245 -0.574
C 2.282 1.698 -1.544 -1.9343 -1.6568 1.7731 0.805
C 3.517 2.700 -1.793 -0.3942 -0.3502 0.8667 -0.663
C 4.721 2.062 -2.646 0.9014 0.0242 0.2849 -0.205
C 5.567 3.111 -3.524 0.1145 -0.4542 -0.4933 -0.985
C 4.689 4.135 -4.401 0.8869 1.0963 -0.6100 -0.027
C 5.043 4.088 -6.000 -0.5631 0.5142 0.0665 -0.634
C 3.803 3.587 -6.899 0.2233 0.3280 -0.6961 -0.261
C 2.657 4.719 -7.092 1.4478 -0.4876 0.6389 -0.496
S 1.208 4.124 -8.115 0.5075 -0.5376 -1.2362 -0.160
C 1.835 3.053 -9.507 1.3624 -2.8203 1.4536 0.235
N 2.319 1.733 -9.188 -1.5863 5.1321 -3.5363 0.105
N 2.718 1.228 -10.400 -0.8483 3.5455 -3.4439 -0.492
C 2.482 2.193 -11.439 0.2200 -2.4255 4.4856 0.018
O 1.889 3.378 -10.892 1.5019 -3.3539 1.7759 -0.244
C 1.812 1.351 -0.094 -0.7100 -0.5089 -3.2803 -0.844
C 0.570 0.401 0.207 1.9060 1.3223 -1.3253 0.381
N 0.273 0.168 1.597 -3.7071 -3.0269 -4.3187 -0.571
C -0.843 -0.720 1.657 -0.0318 0.3532 0.0549 0.867
C -1.322 -1.160 3.145 1.0145 0.2598 -0.0512 -0.241
C -2.198 -0.042 3.879 -0.4179 3.3621 -1.6826 0.391
O -2.346 1.142 3.519 0.8139 -5.1536 1.4947 -0.456
Cl -3.122 -0.599 5.394 0.9236 0.1791 -1.2883 -0.175
H -4.415 -0.130 2.423 -0.1076 -0.0740 -1.9772 0.141
H -3.966 0.363 0.622 -0.7960 -1.0894 1.0380 0.278
H -5.709 -0.231 1.129 1.9781 -0.0222 0.0135 0.380
H -0.252 -0.307 -3.356 0.7908 0.6919 1.4857 0.168
H 0.999 1.527 -4.960 1.3219 -0.2365 1.0659 0.650
H 2.704 2.120 -4.442 -1.3065 -1.0710 0.3500 -1.853
H 3.429 0.128 -5.580 -1.0513 -0.4946 1.5656 0.363
H 1.782 -2.150 -5.304 -0.3573 1.7694 -0.5340 0.320
H 0.446 -0.890 -5.293 1.5353 -0.0124 -0.6134 0.234
H 1.658 -1.035 -6.755 -0.3950 0.3085 1.9341 0.329
H 2.405 -1.494 -3.359 0.4448 0.7959 -0.4629 0.383
H 3.964 2.987 -0.762 -0.9178 -0.4648 -1.6269 0.373
H 3.098 3.684 -2.221 0.6622 -1.5884 0.3731 0.301
H 4.425 1.198 -3.332 0.0540 1.2455 1.1428 -0.145
H 5.463 1.613 -1.875 -1.2836 0.5528 -1.3205 0.467
H 6.355 3.663 -2.882 -1.4935 -0.7264 -0.9575 0.300
H 6.183 2.483 -4.282 -0.9256 0.9396 1.3504 0.366
H 4.954 5.214 -4.067 -0.5952 -1.7856 -0.3898 0.414
H 3.557 4.030 -4.284 1.5827 -0.0695 -0.0048 0.015
H 5.978 3.448 -6.207 -1.5296 0.8529 0.3621 0.428
H 5.298 5.162 -6.346 -0.3084 -1.6679 0.5097 0.001
H 4.188 3.354 -7.963 -0.5645 0.1262 1.7588 0.460
H 3.323 2.636 -6.459 0.7442 1.4847 -0.8032 -0.116
H 2.248 4.940 -6.042 0.1129 -0.2109 -1.7146 0.272
H 3.061 5.689 -7.546 -0.4360 -1.4861 0.6701 0.374
H 2.764 1.964 -12.520 -0.8303 1.0192 1.7226 0.352
H 2.372 1.808 0.806 -1.0646 -0.8681 -1.6772 0.205
H -0.359 -1.281 3.782 -1.6060 0.3087 -0.9415 0.429
H -1.826 -2.191 3.160 0.4866 1.7162 -0.0316 -0.028
C 1.418 -6.310 7.453 -0.0001 -0.0496 0.0826 -0.956
C 0.748 -6.316 6.092 0.3659 -0.1040 -0.1312 -0.295
O -0.665 -6.406 6.198 0.5276 0.4275 0.4977 -0.248
P -1.476 -5.160 6.924 -3.8082 -6.2954 -5.6677 1.176
O -1.232 -4.146 5.796 1.4711 1.8367 3.8769 -0.719
O -3.022 -5.500 6.428 0.2072 0.4879 0.9874 -0.336
C -3.902 -4.418 6.130 -0.2184 0.1259 -0.5400 -0.575
C -4.141 -4.360 4.634 -0.0280 0.0312 -0.1627 -0.681
O -1.742 -6.184 8.271 1.8142 3.5266 0.8187 -0.509
C -2.543 -7.363 8.260 -0.6944 -0.7845 0.3771 0.244
C -1.819 -8.589 7.738 0.1625 0.0667 -0.5123 -1.045
H 1.156 -5.406 8.013 0.0597 0.0400 0.0090 0.318
H 2.505 -6.346 7.348 -0.0720 0.0645 0.0057 0.409
H 1.094 -7.164 8.052 0.0387 0.0457 -0.0822 0.152
H 1.024 -5.426 5.518 -0.0439 -0.0072 0.0132 0.238
H 1.083 -7.189 5.525 -0.1988 0.0309 -0.0040 0.307
H -3.504 -3.470 6.504 0.0049 -0.0753 -0.1251 0.351
H -4.847 -4.602 6.650 0.0816 -0.0688 0.0474 0.381
H -3.201 -4.294 4.077 -0.0372 0.0807 0.1801 0.120
H -4.760 -3.498 4.371 -0.0156 -0.0633 0.0083 0.406
H -4.646 -5.269 4.294 -0.0285 0.0809 0.0547 0.152
H -3.495 -7.223 7.747 0.2456 0.2109 -0.1315 -0.082
H -2.801 -7.548 9.308 0.2085 0.2871 0.0279 0.330
H -1.732 -8.568 6.651 0.0498 0.0207 0.0705 0.240
H -2.372 -9.495 8.001 -0.0408 0.1479 0.1431 0.437
H -0.811 -8.660 8.154 -0.1029 -0.0149 0.0606 0.221
C 10.073 9.086 -3.354 0.0709 0.0512 -0.0459 -0.951
C 8.701 9.439 -2.811 0.1778 0.0056 0.3501 -0.305
O 7.863 9.997 -3.813 0.6631 -0.6334 0.1065 -0.263
P 7.440 9.046 -5.098 -4.4124 8.0001 2.9012 1.215
O 6.506 8.142 -4.277 2.9398 -2.9060 -2.1745 -0.686
O 6.180 9.948 -5.693 0.4421 -0.6942 -0.8553 -0.415
C 5.055 9.272 -6.251 -0.4971 0.0980 0.2475 -0.123
C 3.862 9.429 -5.326 -0.1255 0.0204 0.1565 -1.209
O 8.488 10.005 -6.055 0.8220 -4.0318 -0.2345 -0.473
C 8.296 11.388 -6.347 0.0118 0.9871 -0.6027 -0.113
C 8.787 12.317 -5.254 -0.2518 -0.0915 0.4726 -0.943
H 10.005 8.282 -4.093 0.0325 -0.0646 0.0202 0.314
H 10.733 8.757 -2.548 -0.0629 -0.0385 -0.0657 0.406
H 10.528 9.944 -3.853 -0.0439 -0.0520 0.0768 0.155
H 8.221 8.561 -2.368 -0.0177 0.0208 -0.0329 0.260
H 8.803 10.189 -2.023 -0.1402 0.0382 -0.1312 0.303
H 5.277 8.217 -6.433 -0.0516 0.0579 0.1027 0.124
H 4.835 9.731 -7.219 0.1122 0.0266 0.0386 0.346
H 4.090 9.086 -4.313 0.0773 -0.0956 -0.2095 0.285
H 3.003 8.865 -5.699 0.0160 0.0566 -0.0131 0.373
H 3.579 10.482 -5.246 0.0149 -0.0843 -0.0970 0.327
H 7.269 11.622 -6.630 0.0344 -0.2681 0.2220 0.222
H 8.895 11.580 -7.244 0.0825 -0.3454 0.0631 0.328
H 8.096 12.341 -4.411 0.0793 -0.0312 -0.0320 0.240
H 8.867 13.340 -5.635 0.0229 -0.1370 -0.1627 0.416
H 9.764 12.006 -4.879 -0.0211 0.0459 -0.1092 0.169
C -6.523 -8.597 5.516 0.0173 0.0003 -0.0937 -1.039
C -6.906 -7.568 6.563 0.3701 -0.0353 0.1014 0.188
O -8.110 -6.894 6.225 0.1898 -0.8040 -0.1108 -0.300
P -9.509 -7.775 6.150 0.5404 9.1971 0.9297 1.133
O -9.611 -8.024 7.662 -0.1592 -4.0258 -2.1423 -0.719
O -10.622 -6.545 6.169 -0.2556 -0.9539 -0.5152 -0.384
C -11.854 -6.743 6.859 -0.1345 0.3099 0.4480 -0.362
C -11.873 -5.891 8.114 0.0440 0.1196 0.1621 -1.147
O -9.452 -7.623 4.444 -0.2230 -3.8142 1.4391 -0.440
C -9.591 -6.400 3.725 -0.2926 0.7163 -0.8301 -0.231
C -8.305 -5.602 3.630 0.2091 0.1547 0.4771 -0.837
H -7.257 -9.409 5.480 0.0278 -0.0601 0.0256 0.386
H -5.545 -9.029 5.741 -0.0817 -0.0078 0.0138 0.403
H -6.490 -8.149 4.521 0.0341 -0.0064 0.0982 0.181
H -7.002 -8.033 7.549 -0.0394 0.0176 -0.0160 0.314
H -6.122 -6.810 6.633 -0.1600 0.0797 -0.0210 -0.215
H -12.009 -7.799 7.096 0.0601 0.1131 0.0672 0.341
H -12.664 -6.436 6.191 0.1127 -0.0127 -0.0650 0.348
H -11.006 -6.092 8.751 -0.1280 -0.1644 -0.1350 0.279
H -12.780 -6.075 8.696 0.0189 0.0328 -0.0493 0.376
H -11.834 -4.830 7.854 -0.0734 -0.0954 -0.0336 0.292
H -10.410 -5.782 4.093 0.1425 -0.2024 0.2590 0.256
H -9.880 -6.692 2.710 0.0475 -0.3243 0.1535 0.342
H -8.083 -5.093 4.569 0.0300 -0.0669 -0.0475 0.257
H -8.394 -4.831 2.859 -0.1243 -0.1535 -0.0476 0.451
H -7.457 -6.245 3.388 -0.0836 0.0276 -0.0757 0.115

Record 2
22
Properties=species:S:1:pos:R:3:forces:R:3:mulliken_charge:R:1 method="wB97M-V/def2-TZVPD" homo_ha=-0.335 lumo_energy_ev=-0.42 homo_lumo_gap_ha=0.31994
C 3.203 1.464 -0.270 -0.3550 -1.4059 1.8271 -0.439
C 2.597 1.268 1.005 -1.8726 0.9343 -3.1658 -0.637
C 2.424 1.299 -1.384 1.2176 0.6903 -1.5986 -0.275
C 1.190 1.139 1.062 0.1039 -0.2451 2.8821 -0.297
C 1.068 1.055 -1.321 -0.5466 -1.0102 -0.1516 -0.421
C 0.409 0.940 -0.066 0.9288 1.3330 -1.0178 1.093
C -1.026 0.777 0.102 -1.5463 -2.1198 -0.4114 -0.377
C -1.782 -0.033 -0.671 0.2327 1.8963 2.7250 -0.700
O -2.935 -2.177 0.187 -0.8377 0.8547 -0.8245 -0.330
O -3.908 0.083 0.759 -1.1759 1.6793 2.5614 -0.534
O -5.332 -2.522 -0.698 -1.2665 0.0174 -1.1937 -0.555
P -4.337 -3.007 0.235 1.6642 0.2108 0.6261 0.486
S -3.436 -0.550 -0.409 1.5478 -1.5095 -1.8099 0.601
H 4.266 1.491 -0.495 -0.0332 0.4702 0.8151 0.338
H 3.071 1.477 1.885 1.5321 0.1069 2.1186 0.431
H 3.068 1.454 -2.311 -1.7526 -0.5338 0.6870 0.243
H 0.675 1.135 2.151 1.2138 -0.0252 -2.7361 0.175
H 0.574 0.789 -2.261 -0.2122 0.4866 0.4164 0.262
H -1.510 1.075 1.008 0.0833 0.5415 0.6524 0.455
H -1.372 -0.355 -1.526 1.2696 -1.6190 -3.1921 0.358
H -4.768 -2.766 1.542 0.1719 -0.6944 0.3018 0.068
H -3.790 -4.284 -0.003 -0.3672 -0.0585 0.4885 0.053

Record 3
12
Properties=species:S:1:pos:R:3:forces:R:3:mulliken_charge:R:1 method="wB97M-V/def2-TZVPD" homo_ha=-0.329 lumo_energy_ev=0.16 homo_lumo_gap_ha=0.33503
C 1.416 0.671 -0.580 -0.0106 -0.0914 -0.0131 -1.130
C -0.002 0.310 -0.330 0.2284 -0.1880 0.0955 0.651
C -0.735 -0.687 -0.967 0.1365 -0.0863 0.0631 -0.762
O -2.084 -0.591 -0.361 0.1399 -0.2338 0.1703 -0.320
C -1.464 -0.517 0.821 -0.0706 -0.6570 0.9555 0.910
O -1.204 -1.452 1.526 -0.9232 0.9161 1.0375 -0.528
N -0.719 0.756 0.782 0.1051 -0.0913 -0.0598 -0.424
H 1.513 1.750 -0.761 -0.0942 -0.2101 0.0456 0.321
H 2.043 0.420 0.283 -0.0818 0.0446 -0.0705 0.333
H 1.779 0.142 -1.464 -0.0370 0.0411 0.1356 0.316
H -0.411 -1.684 -0.552 0.6400 0.3056 -2.1810 0.318
H -0.132 0.882 1.603 -0.0326 0.2505 -0.1786 0.313

Record 4
65
Properties=species:S:1:pos:R:3:forces:R:3:mulliken_charge:R:1 method="wB97M-V/def2-TZVPD" homo_ha=-0.426 lumo_energy_ev=-1.86 homo_lumo_gap_ha=0.35754 charge=+1
Mg 11.957 37.542 -15.193 -0.5120 1.0134 -1.1921 1.296
B 11.568 36.300 -13.622 -0.3863 -1.2985 2.0273 4.106
H 11.231 35.495 -12.988 -1.6339 -2.2479 2.1092 -1.220
H 12.274 36.898 -13.067 2.1312 1.9998 2.1036 -0.856
H 12.089 35.796 -14.422 1.5348 -1.7033 -2.6663 -0.565
H 10.754 36.942 -13.923 -3.1180 1.7420 -0.9304 -1.049
C 12.075 40.371 -13.564 -3.8950 -5.8183 -0.6494 0.612
O 11.796 39.298 -14.197 0.2845 1.7615 0.2695 -0.279
N 13.054 41.093 -13.742 7.6341 3.2402 -3.9242 -0.436
N 11.378 40.805 -12.593 -4.0294 0.6109 3.3580 -0.340
H 13.584 40.743 -14.527 0.8425 0.7152 0.1866 0.256
H 13.441 41.751 -13.082 -0.0737 -0.2850 -0.3763 0.195
H 10.662 40.195 -12.225 0.1546 0.7290 0.2799 0.122
H 11.617 41.703 -12.199 -0.6088 -0.4372 0.2920 0.151
C 12.507 35.201 -17.359 1.7366 -0.6344 0.2274 0.440
O 12.138 36.108 -16.682 -1.6567 3.4446 1.0535 -0.531
N 12.977 34.098 -16.826 0.6075 -2.8000 1.4080 -0.313
N 12.779 35.220 -18.646 -0.3015 0.4283 -2.8627 -0.455
H 13.265 33.368 -17.462 0.0036 -0.2000 0.8587 0.165
H 12.916 33.945 -15.829 -0.1738 -0.1356 -0.2385 0.145
H 13.005 34.304 -19.007 -0.1461 0.6832 -0.8191 0.150
H 12.415 35.949 -19.242 0.0265 -0.3287 0.0300 0.244
C 14.721 36.623 -14.418 -1.5655 0.3344 1.3731 0.425
O 13.820 37.404 -14.655 -0.4508 2.4481 -2.0834 -0.708
N 15.635 36.237 -15.212 3.4065 -1.0943 -4.2433 -0.391
N 14.789 36.088 -13.253 -0.3945 -1.4520 4.4533 -0.194
H 15.499 36.396 -16.200 0.3872 -0.0287 0.1584 0.232
H 16.248 35.500 -14.893 -0.0186 0.1966 -0.5570 0.165
H 13.944 36.194 -12.711 0.1421 -0.0442 0.3357 -0.049
H 15.410 35.337 -12.987 -0.2613 0.1413 -0.1515 0.273
C 9.330 33.475 -14.914 1.1995 4.2393 0.1760 0.681
O 8.829 34.544 -15.303 -0.1212 -0.4749 0.1310 -0.692
N 8.762 32.327 -14.974 -2.3859 -4.2745 -0.6354 -0.388
N 10.546 33.452 -14.339 1.0497 -0.4119 0.0980 0.007
H 7.877 32.199 -15.442 0.2638 0.1669 0.1066 0.274
H 9.220 31.510 -14.595 -0.3165 0.1714 -0.1499 0.131
H 10.964 32.568 -14.087 0.0228 0.4201 0.2771 0.263
H 10.904 34.322 -13.972 0.1654 -0.2043 -0.1021 -0.404
C 8.903 38.200 -15.865 4.0251 -4.3104 2.8789 0.533
O 10.096 38.019 -16.021 3.1621 0.5462 -0.9529 -0.478
N 8.154 38.858 -16.574 -5.3533 5.8465 -5.4997 -0.322
N 8.267 37.508 -14.966 -1.3430 -1.3521 3.1136 -0.251
H 8.445 39.471 -17.321 0.0381 -0.1819 0.2830 0.275
H 7.175 38.801 -16.332 0.1547 0.5167 -0.7375 0.128
H 8.760 36.696 -14.625 -0.5205 -0.3689 0.1350 0.075
H 7.268 37.649 -14.902 0.3262 -0.8369 0.4459 0.159
C 12.855 33.885 -10.763 -3.6121 0.4288 -2.6504 0.513
O 13.410 33.511 -11.734 2.8570 -0.6602 -5.5528 -0.705
N 13.282 33.560 -9.655 4.0272 -1.9407 7.8386 -0.402
N 11.660 34.411 -10.758 -2.6971 1.4374 -0.3521 -0.231
H 14.197 33.155 -9.795 0.0439 -0.1666 1.2767 0.267
H 12.883 33.885 -8.786 0.6397 -0.2817 -0.0470 0.180
H 11.298 34.686 -9.857 -0.2693 0.4591 -0.7247 0.215
H 11.463 34.861 -11.640 -0.7242 0.4039 0.4699 -0.257
C 9.508 37.023 -10.286 -2.1011 0.0391 -1.7250 -0.427
C 9.475 38.141 -11.311 -1.0802 0.7733 -0.0714 0.757
O 10.220 39.169 -10.677 1.9999 0.2224 2.0215 -0.484
S 11.530 38.452 -9.908 1.8000 -0.9443 -0.6760 0.957
O 11.755 38.947 -8.555 -0.9564 -0.6222 -2.7563 -0.580
O 12.682 38.326 -10.834 -3.0506 0.6002 2.2735 -0.473
O 10.784 36.955 -9.856 3.9699 1.3166 0.9322 -0.267
H 9.240 36.131 -10.852 -0.0940 -0.4294 0.5939 0.287
H 8.915 37.236 -9.396 -0.8292 -0.0788 -0.4477 0.398
H 8.462 38.524 -11.436 -0.0284 0.0328 0.1001 0.470
H 9.909 38.040 -12.306 0.0723 -1.0620 0.0988 -0.797